Molecular formula: C27H80N6O13
Method: DFT, the ωB97M-V functional and the def2-TZVPD basis

XYZ file:
```
126
Properties=species:S:1:pos:R:3:lowdin_charge:R:1
C -5.637 7.014 -14.620 -0.162
O -4.819 6.980 -13.481 -0.105
H -5.062 7.186 -15.580 0.080
H -6.280 7.843 -14.310 0.049
H -6.237 6.063 -14.700 0.084
H -4.085 6.424 -13.636 0.055
C -6.611 5.487 -18.580 -0.106
O -7.914 5.034 -18.177 -0.176
H -6.911 6.397 -19.097 0.051
H -6.158 4.695 -19.218 0.084
H -6.036 5.757 -17.650 0.086
H -8.546 5.339 -18.836 0.024
C -10.741 6.811 -19.731 -0.129
O -9.767 5.797 -20.039 -0.126
H -11.195 6.702 -18.722 0.042
H -11.584 6.802 -20.492 0.103
H -10.215 7.784 -19.735 0.066
H -10.172 4.954 -20.028 0.075
C -12.667 6.551 -14.184 -0.670
O -12.984 6.598 -12.842 -0.131
N -11.693 7.241 -14.690 0.191
N -13.221 5.665 -14.954 0.120
H -11.298 8.050 -14.158 0.095
H -11.548 7.111 -15.669 0.058
H -13.923 5.045 -14.468 0.167
H -13.186 5.653 -16.006 0.149
C -8.855 9.499 -12.684 -0.568
O -10.088 9.252 -13.342 -0.150
N -7.657 9.660 -13.276 0.148
N -8.745 9.654 -11.393 0.125
H -7.520 9.497 -14.307 0.074
H -6.798 9.552 -12.700 0.128
H -9.699 9.766 -10.954 0.150
H -7.903 9.233 -10.887 0.156
C -10.137 4.509 -15.945 -0.624
O -10.693 5.014 -17.077 -0.117
N -8.915 4.063 -15.801 0.177
N -10.821 4.443 -14.838 0.162
H -8.373 4.420 -16.602 0.071
H -8.445 4.052 -14.911 0.100
H -11.678 5.041 -14.890 0.038
H -10.346 4.499 -13.919 0.070
C -9.576 6.076 -10.575 -0.006
C -9.483 5.864 -12.044 -0.633
C -8.103 6.119 -12.654 -0.023
O -9.703 4.698 -12.427 -0.006
H -10.314 5.475 -10.091 0.081
H -9.801 7.162 -10.572 0.081
H -8.589 6.063 -10.110 0.084
H -10.111 6.557 -12.571 0.111
H -7.746 7.143 -12.674 0.051
H -8.227 6.106 -13.741 0.057
H -7.362 5.362 -12.474 0.093
H -10.470 4.361 -11.968 0.135
C -6.752 5.698 -21.890 -0.038
C -6.721 7.134 -22.354 -0.653
C -7.054 8.091 -21.200 -0.030
O -5.721 7.580 -22.931 0.061
H -6.031 5.425 -21.105 0.067
H -6.617 5.093 -22.781 0.078
H -7.781 5.544 -21.583 0.069
H -7.568 7.168 -23.070 0.146
H -8.075 7.909 -20.830 0.069
H -7.127 9.116 -21.564 0.061
H -6.360 8.207 -20.383 0.069
H -5.659 7.088 -23.731 0.110
C -12.509 8.676 -17.510 -0.008
C -13.460 9.873 -17.264 -0.612
C -13.399 10.328 -15.755 -0.009
O -13.248 10.912 -17.884 0.024
H -11.504 8.983 -17.438 0.062
H -12.589 8.389 -18.565 0.078
H -12.848 7.878 -16.938 0.040
H -14.495 9.663 -17.499 0.135
H -14.091 11.060 -15.541 0.046
H -12.341 10.631 -15.585 0.091
H -13.714 9.511 -15.175 0.050
H -14.140 11.221 -18.091 0.136
C -7.193 11.979 -21.009 -0.019
C -8.121 13.164 -21.210 -0.601
C -8.394 13.439 -22.707 -0.031
O -9.224 12.923 -20.603 -0.017
H -7.576 11.238 -20.318 0.051
H -6.172 12.264 -20.769 0.090
H -7.121 11.389 -21.933 0.074
H -7.688 14.055 -20.689 0.152
H -7.483 13.526 -23.327 0.090
H -8.940 14.369 -22.712 0.065
H -9.058 12.656 -23.151 0.102
H -9.749 13.720 -20.780 0.141
C -7.895 9.193 -18.226 -0.009
C -8.370 9.206 -16.782 -0.612
C -8.944 7.846 -16.519 -0.017
O -7.401 9.400 -16.013 -0.033
H -8.682 8.849 -18.852 0.053
H -7.013 8.574 -18.298 0.072
H -7.641 10.224 -18.553 0.072
H -9.162 9.915 -16.514 0.133
H -9.372 7.791 -15.483 0.079
H -8.118 7.143 -16.568 0.081
H -9.807 7.555 -17.114 0.054
H -6.965 10.187 -16.277 0.049
C -8.149 12.375 -16.278 -0.007
C -9.075 12.674 -17.501 -0.615
C -10.476 13.092 -17.173 -0.030
O -8.678 13.674 -18.140 -0.003
H -7.240 11.983 -16.669 0.039
H -8.638 11.668 -15.522 0.104
H -7.849 13.308 -15.803 0.086
H -9.055 11.703 -18.100 0.141
H -11.044 13.173 -18.056 0.063
H -10.489 14.093 -16.693 0.107
H -10.945 12.352 -16.576 0.049
H -8.724 13.461 -19.074 0.044
C -2.278 9.775 -17.246 -0.032
C -3.587 9.367 -16.617 -0.694
C -4.332 10.568 -16.166 -0.022
O -4.287 8.702 -17.393 0.005
H -1.487 9.556 -16.524 0.080
H -2.308 10.793 -17.611 0.072
H -2.063 9.141 -18.178 0.107
H -3.405 8.669 -15.846 0.118
H -4.949 10.205 -15.385 0.059
H -4.901 11.142 -16.919 0.100
H -3.626 11.335 -15.774 0.103
H -3.935 7.803 -17.455 0.125
```

As for the HOMO energy: -8.73 eV. For the gap between HOMO and LUMO, the calculation gives 0.3313 hartree. As for the molar mass: 696.97 g/mol. As for the energy above the lowest of the compared OMol25 structures with the same formula, charge and spin: 11.966 eV. As for the largest force on an atom: 12.056 eV/Å. As for the total energy: -2382.987391 Ha.

---

Molecular formula: C27H81N3O12
Method: DFT, the ωB97M-V functional and the def2-TZVPD basis

XYZ file:
```
123
Properties=species:S:1:pos:R:3:lowdin_charge:R:1
C -1.597 0.295 3.921 -0.084
O -0.733 -0.377 3.089 -0.198
H -2.673 0.181 3.789 0.072
H -1.378 -0.156 4.890 0.121
H -1.426 1.371 3.905 0.088
H -0.157 0.211 2.594 -0.025
C 0.252 -2.874 4.316 -0.099
O 0.657 -1.909 3.361 -0.241
H 0.989 -3.677 4.343 0.084
H 0.314 -2.559 5.358 0.087
H -0.676 -3.389 4.070 0.047
H -0.151 -1.439 3.141 -0.104
C -2.167 -3.134 2.293 -0.118
O -1.766 -1.951 1.700 -0.194
H -1.847 -3.942 1.636 0.101
H -1.774 -3.356 3.285 0.046
H -3.252 -3.155 2.397 0.089
H -1.955 -1.254 2.332 0.050
C 1.521 -3.206 1.296 -0.094
C 2.542 -4.303 1.194 -0.236
O 2.893 -4.622 2.557 -0.097
H 1.244 -2.794 0.326 0.058
H 1.775 -2.418 2.005 0.054
H 0.620 -3.590 1.774 0.095
H 3.515 -3.969 0.833 0.110
H 2.155 -5.191 0.695 0.117
H 3.086 -3.771 2.957 0.064
C -1.585 -2.145 -1.488 -0.054
C -2.403 -1.134 -2.204 -0.366
O -3.090 -1.645 -3.234 -0.012
H -0.891 -2.717 -2.103 0.072
H -2.151 -2.946 -1.013 0.097
H -0.968 -1.655 -0.735 0.051
H -1.767 -0.358 -2.630 0.094
H -3.085 -0.667 -1.494 0.101
H -3.712 -2.258 -2.837 0.094
C 3.076 0.180 -0.330 -0.060
C 2.779 -1.203 -0.907 -0.313
O 3.985 -1.843 -1.223 -0.025
H 2.206 0.615 0.161 0.057
H 3.236 0.879 -1.150 0.091
H 3.882 0.135 0.403 0.092
H 2.150 -1.034 -1.781 0.023
H 2.085 -1.822 -0.338 0.066
H 3.869 -2.321 -2.047 0.090
C 0.206 -0.841 0.873 -0.080
C -0.749 0.205 0.134 -0.191
O -0.272 0.207 -1.167 -0.199
H 1.151 -0.917 0.336 0.043
H -0.015 -1.897 0.720 0.062
H 0.398 -0.675 1.933 0.039
H -0.726 1.206 0.567 0.067
H -1.774 -0.115 -0.055 0.059
H -0.664 0.887 -1.719 -0.141
C -0.885 2.842 1.583 -0.148
C -0.731 3.543 2.891 -0.239
O -0.267 2.822 3.995 -0.150
H -1.706 3.227 0.977 0.124
H -1.014 1.791 1.840 0.041
H 0.073 2.901 1.066 0.102
H -1.694 3.822 3.320 0.139
H -0.056 4.393 2.793 0.135
H -0.590 3.266 4.783 0.137
C -3.406 0.155 1.143 -0.056
C -3.369 1.302 2.122 -0.297
O -4.448 2.252 2.066 -0.068
H -4.145 -0.561 1.502 0.103
H -2.615 -0.594 1.114 0.036
H -3.690 0.445 0.131 0.078
H -2.506 1.962 2.037 0.050
H -3.425 1.001 3.168 0.080
H -4.616 2.639 1.204 0.074
C -1.942 3.414 -3.107 -0.044
C -1.241 2.127 -3.056 -0.337
C 0.306 2.254 -3.139 -0.196
O 0.670 2.775 -4.401 -0.194
C 2.074 2.933 -4.462 -0.076
N -1.697 1.347 -1.918 0.034
H -1.488 4.252 -2.578 0.091
H -2.995 3.283 -2.856 0.089
H -2.012 3.801 -4.124 0.087
H -1.509 1.558 -3.946 0.107
H 0.839 1.304 -3.118 0.100
H 0.600 2.967 -2.369 0.138
H 2.537 1.949 -4.539 0.098
H 2.384 3.516 -3.594 0.088
H 2.378 3.595 -5.273 0.094
H -2.695 1.322 -1.764 0.136
H -1.390 1.852 -1.099 0.118
C 1.308 0.632 4.396 -0.010
C 1.816 0.958 2.937 -0.263
C 2.555 -0.312 2.326 -0.199
O 3.646 -0.872 3.040 -0.136
C 4.537 0.043 3.611 -0.113
N 0.689 1.295 2.183 -0.071
H 2.085 0.576 5.158 0.080
H 0.798 -0.323 4.527 0.069
H 0.585 1.329 4.820 0.061
H 2.466 1.823 3.063 0.143
H 2.794 0.093 1.343 0.028
H 1.787 -1.077 2.213 0.051
H 4.144 0.248 4.607 0.081
H 4.902 0.843 2.966 0.095
H 5.444 -0.544 3.759 0.087
H 0.237 1.994 2.755 0.026
H 0.856 1.891 1.385 0.099
C 0.122 0.930 -7.226 -0.052
C -0.525 0.047 -6.133 -0.374
C 0.269 -0.160 -4.770 -0.130
O -0.081 -1.319 -3.926 -0.119
C 0.664 -1.267 -2.759 -0.178
N -1.944 0.337 -5.786 0.052
H -0.467 0.820 -8.137 0.070
H 1.050 0.373 -7.358 0.074
H 0.207 1.998 -7.024 0.068
H -0.588 -0.959 -6.546 0.128
H 0.321 0.811 -4.278 0.046
H 1.262 -0.426 -5.135 0.123
H 1.745 -1.122 -2.764 0.064
H 0.465 -2.278 -2.403 0.094
H 0.306 -0.632 -1.948 -0.024
H -1.922 1.248 -5.350 0.033
H -2.437 0.403 -6.665 0.068
```

As for the HOMO energy: -7.52 eV. For the gap between HOMO and LUMO, the calculation gives 0.2727 hartree. As for the molar mass: 639.95 g/mol. As for the energy above the lowest of the compared OMol25 structures with the same formula, charge and spin: 27.629 eV. As for the largest force on an atom: 9.738 eV/Å. As for the total energy: -2143.282563 Ha.

---

Molecular formula: C27H81N6O40P7
Method: DFT, the ωB97M-V functional and the def2-TZVPD basis

XYZ file:
```
161
Properties=species:S:1:pos:R:3:lowdin_charge:R:1
C -3.257 7.663 -1.138 0.028
N -2.123 8.553 -1.466 -0.444
O -2.264 9.294 -2.422 0.063
O -1.134 8.485 -0.736 0.058
H -3.044 6.959 -0.334 0.096
H -3.467 7.205 -2.105 0.100
H -4.148 8.196 -0.804 0.099
C 5.083 0.484 -6.514 0.056
N 6.535 0.947 -6.593 -0.444
O 6.971 1.661 -5.723 0.068
O 7.109 0.638 -7.642 0.037
H 4.545 1.430 -6.456 0.097
H 5.004 -0.167 -5.643 0.097
H 4.916 -0.015 -7.469 0.089
C -3.924 2.064 -7.138 0.030
N -5.325 2.363 -6.804 -0.453
O -5.571 2.472 -5.620 0.066
O -6.151 2.270 -7.717 0.052
H -3.196 2.415 -6.407 0.099
H -3.816 2.676 -8.034 0.097
H -3.893 0.996 -7.352 0.108
C 3.975 -6.038 -0.527 0.013
N 3.246 -6.195 -1.759 -0.435
O 2.383 -7.107 -1.736 0.034
O 3.613 -5.616 -2.763 0.074
H 3.375 -5.436 0.156 0.110
H 5.009 -5.716 -0.645 0.102
H 4.138 -7.043 -0.138 0.102
C 11.014 -3.900 4.851 0.046
N 9.727 -4.285 4.188 -0.449
O 8.945 -3.392 3.932 0.056
O 9.462 -5.470 4.018 0.051
H 10.804 -3.050 5.501 0.098
H 11.626 -3.700 3.972 0.103
H 11.489 -4.687 5.437 0.096
C 0.000 -3.368 -8.738 0.026
N -1.218 -3.878 -9.384 -0.413
O -1.099 -4.366 -10.523 0.045
O -2.322 -3.832 -8.795 0.041
H 0.878 -4.013 -8.688 0.102
H -0.317 -3.145 -7.719 0.096
H 0.317 -2.498 -9.313 0.103
C -6.222 -7.794 -4.485 -0.100
O -7.152 -7.877 -5.571 -0.215
P -8.622 -7.283 -5.258 0.488
O -9.327 -7.768 -4.007 -0.268
O -9.595 -7.460 -6.566 -0.223
C -9.366 -6.889 -7.799 -0.137
O -8.427 -5.672 -5.231 -0.243
C -9.550 -4.830 -4.894 -0.098
H -6.677 -7.497 -3.540 0.088
H -5.294 -7.266 -4.704 0.090
H -5.921 -8.841 -4.438 0.091
H -9.100 -7.711 -8.464 0.091
H -8.554 -6.171 -7.680 0.088
H -10.258 -6.435 -8.232 0.092
H -9.306 -4.223 -4.022 0.090
H -10.387 -5.416 -4.514 0.077
H -10.058 -4.283 -5.688 0.088
C -10.283 -5.727 3.156 -0.113
O -10.085 -4.855 4.251 -0.214
P -9.700 -3.322 4.067 0.415
O -8.336 -3.219 3.426 -0.258
O -10.934 -2.791 3.157 -0.237
C -12.259 -2.792 3.636 -0.116
O -9.926 -2.768 5.528 -0.200
C -9.885 -1.327 5.737 -0.079
H -9.371 -6.088 2.680 0.090
H -10.731 -5.280 2.268 0.083
H -10.913 -6.574 3.425 0.092
H -12.481 -1.731 3.515 0.090
H -12.395 -3.115 4.668 0.094
H -12.921 -3.350 2.975 0.091
H -10.804 -0.784 5.515 0.083
H -9.182 -0.761 5.125 0.089
H -9.592 -1.067 6.755 0.091
C -1.481 1.264 7.891 -0.132
O -0.302 1.050 8.606 -0.205
P 1.136 1.335 7.915 0.502
O 2.311 1.202 8.797 -0.228
O 1.194 0.538 6.477 -0.256
C 1.574 -0.846 6.418 -0.082
O 0.931 2.903 7.391 -0.214
C 1.917 3.498 6.684 -0.186
H -1.783 2.301 8.042 0.095
H -2.288 0.553 8.064 0.093
H -1.309 1.118 6.825 0.080
H 2.443 -0.966 5.771 0.094
H 0.662 -1.302 6.034 0.087
H 1.659 -1.255 7.425 0.086
H 2.382 4.356 7.169 0.092
H 1.543 3.911 5.747 0.088
H 2.722 2.827 6.382 0.086
C 9.438 4.599 3.475 -0.084
O 8.712 5.114 2.340 -0.212
P 8.939 6.563 1.730 0.482
O 10.118 7.337 2.221 -0.253
O 9.040 6.092 0.176 -0.224
C 10.256 6.300 -0.533 -0.117
O 7.420 7.225 1.895 -0.235
C 7.219 8.530 1.440 -0.131
H 10.063 3.741 3.230 0.086
H 8.685 4.256 4.183 0.085
H 10.061 5.320 4.004 0.082
H 10.487 5.423 -1.136 0.089
H 11.052 6.354 0.210 0.070
H 10.373 7.234 -1.083 0.089
H 6.798 8.458 0.437 0.093
H 8.095 9.156 1.610 0.089
H 6.431 8.856 2.119 0.090
C 12.025 -1.486 -1.992 -0.088
O 13.087 -2.257 -1.389 -0.231
P 13.526 -3.710 -1.989 0.520
O 14.856 -4.238 -1.474 -0.277
O 12.250 -4.704 -1.671 -0.237
C 12.391 -6.152 -1.610 -0.092
O 13.482 -3.508 -3.627 -0.255
C 14.466 -2.751 -4.332 -0.107
H 12.295 -1.176 -3.001 0.077
H 11.893 -0.606 -1.362 0.091
H 11.088 -2.038 -2.073 0.089
H 11.810 -6.633 -2.396 0.085
H 12.099 -6.489 -0.615 0.085
H 13.391 -6.580 -1.684 0.081
H 14.828 -3.359 -5.161 0.087
H 15.272 -2.432 -3.671 0.091
H 14.021 -1.910 -4.863 0.081
C -1.924 1.124 0.964 -0.101
O -0.711 0.314 0.884 -0.237
P 0.030 0.256 -0.600 0.451
O -0.206 1.440 -1.435 -0.240
O 1.652 -0.002 -0.397 -0.225
C 2.441 0.905 0.334 -0.127
O -0.367 -1.177 -1.156 -0.223
C -1.756 -1.476 -1.400 -0.072
H -1.772 1.955 1.652 0.087
H -2.705 0.454 1.324 0.085
H -2.304 1.501 0.014 0.074
H 3.298 1.261 -0.236 0.090
H 2.858 0.490 1.252 0.085
H 1.808 1.743 0.626 0.081
H -1.838 -1.944 -2.381 0.091
H -2.417 -0.612 -1.336 0.083
H -1.964 -2.243 -0.654 0.096
C -8.810 4.777 2.024 -0.103
O -7.912 5.474 2.917 -0.241
P -8.466 6.356 4.204 0.484
O -9.879 6.050 4.552 -0.254
O -7.376 6.119 5.400 -0.208
C -7.540 6.762 6.620 -0.147
O -8.171 7.866 3.728 -0.242
C -8.874 8.409 2.588 -0.069
H -9.855 4.947 2.285 0.080
H -8.574 3.713 2.028 0.084
H -8.573 5.073 1.002 0.084
H -8.576 6.908 6.924 0.090
H -6.982 7.691 6.739 0.091
H -7.136 6.116 7.399 0.088
H -8.104 8.988 2.077 0.088
H -9.457 9.247 2.968 0.090
H -9.394 7.621 2.044 0.086
```

As for the HOMO energy: -10.47 eV. For the gap between HOMO and LUMO, the calculation gives 0.3731 hartree. As for the molar mass: 1346.77 g/mol. As for the largest force on an atom: 4.308 eV/Å. As for the total energy: -6804.806866 Ha.

---

Which of these has the highest gap between HOMO and LUMO?
C27H81N6O40P7